No. 1
Density functional theory data (the ωB97M-V functional and the def2-TZVPD basis) for a 10-piece molecular cluster, H20O10 overall in a non-equilibrium geometry.

Each line ends with the Löwdin charge.
Atoms and positions in Å:
H  0.130  0.019  -0.312  0.03
H  0.913  -1.282  -0.268  0.03
H  1.777  2.032  1.930  0.02
H  1.073  2.694  0.756  0.03
H  3.922  -2.303  0.808  0.04
H  2.491  -2.624  1.205  0.04
H  0.232  0.057  3.889  0.04
H  0.692  0.320  2.464  0.00
H  -1.955  3.959  -0.187  0.03
H  -1.423  4.591  -1.463  0.03
H  3.098  1.188  -0.115  0.02
H  3.847  0.199  -0.992  0.02
H  -4.082  -0.386  0.599  0.00
H  -5.134  -0.579  1.678  0.05
H  1.814  0.954  -2.947  0.04
H  3.043  0.073  -3.112  0.04
H  -3.020  -1.199  -1.770  0.04
H  -3.667  -0.067  -0.989  0.00
H  -1.929  -3.248  -0.091  0.02
H  -1.412  -4.495  -0.789  0.04
O  0.914  -0.408  -0.674  -0.07
O  1.546  2.896  1.571  -0.04
O  3.011  -2.198  0.514  -0.06
O  -0.071  0.026  2.975  -0.05
O  -2.084  4.714  -0.773  -0.06
O  3.451  0.292  -0.118  -0.08
O  -4.573  -1.070  1.067  -0.05
O  2.145  0.067  -2.762  -0.06
O  -3.624  -0.455  -1.871  -0.04
O  -1.128  -3.767  -0.225  -0.05

## Properties
Energy (eV): -20797.8782
Highest occupied orbital energy (eV): -10.3
ΔE to the lowest compared entry with this formula, charge and spin (eV): 4.7344
HOMO-LUMO gap (eV): 10.0



No. 2
Density functional theory data (the ωB97M-V functional and the def2-TZVPD basis) for H20O10 as an isolated structure in a non-equilibrium geometry.

Each line ends with the Löwdin charge.
Atoms and positions in Å:
O  0.622  2.888  -0.054  -0.05
H  -0.196  2.603  -0.461  -0.26
H  0.913  3.626  -0.589  0.06
O  -0.852  2.002  -1.121  0.10
H  -1.672  2.459  -1.307  0.15
H  -0.564  1.672  -1.972  0.14
O  -0.917  -0.652  -1.242  -0.02
H  -0.183  -0.467  -1.828  0.10
H  -1.328  -1.433  -1.612  0.12
O  2.357  -0.023  1.523  -0.06
H  2.077  -0.524  2.289  0.02
H  1.552  0.126  1.027  -0.24
O  1.487  -2.094  -0.992  0.00
H  1.573  -2.685  -1.741  0.10
H  1.301  -1.240  -1.381  0.05
O  -1.458  1.901  1.583  0.02
H  -0.758  2.152  0.982  0.01
H  -1.093  2.054  2.454  0.11
O  -2.103  0.147  0.368  -0.07
H  -1.431  -0.126  -0.256  -0.17
H  -1.802  0.997  0.689  -0.13
O  -0.852  -2.740  0.042  -0.05
H  -0.869  -2.544  -0.895  -0.01
H  -0.023  -2.371  0.349  -0.24
O  0.566  0.191  0.470  0.05
H  0.068  -0.446  -0.041  0.02
H  0.256  1.042  0.161  0.05
O  0.720  -2.199  1.161  0.03
H  1.293  -2.555  1.841  0.13
H  1.315  -1.761  0.552  0.03

## Properties
Energy (eV): -20788.3998
Highest occupied orbital energy (eV): -8.8
ΔE to the lowest compared entry with this formula, charge and spin (eV): 14.2128
HOMO-LUMO gap (eV): 7.8



No. 3
Density functional theory data (the ωB97M-V functional and the def2-TZVPD basis) for a 10-piece molecular cluster, H20O10 overall in a non-equilibrium geometry.

Each line ends with the Löwdin charge.
Atoms and positions in Å:
H  2.685  1.919  2.123  0.12
H  2.107  0.599  1.330  0.03
H  -0.182  1.908  1.438  -0.05
H  -1.074  1.924  0.322  0.05
H  2.698  -1.548  1.767  0.08
H  1.197  -1.384  1.042  0.07
H  -1.978  0.447  1.755  0.01
H  -2.906  -0.613  2.488  0.16
H  -1.917  1.032  -1.511  -0.02
H  -2.019  2.528  -1.942  0.10
H  -1.639  -0.995  -1.333  -0.01
H  -2.558  -0.509  -0.244  0.00
H  2.378  -0.864  -0.592  0.04
H  2.084  0.001  -1.778  0.02
H  -0.509  -2.630  -2.358  0.17
H  0.661  -1.643  -1.665  -0.02
H  -0.903  -1.593  1.538  0.05
H  -0.580  -2.586  0.319  0.06
H  0.602  1.995  -1.554  0.04
H  1.845  1.880  -0.652  -0.02
O  1.926  1.618  1.464  -0.16
O  -1.081  1.996  1.339  -0.05
O  2.151  -1.030  1.183  -0.09
O  -2.394  -0.412  1.577  -0.12
O  -1.413  1.867  -1.499  -0.09
O  -2.398  -0.439  -1.179  -0.03
O  2.104  -0.932  -1.544  -0.06
O  -0.208  -2.036  -1.512  -0.13
O  -0.239  -2.272  1.202  -0.09
O  1.561  1.769  -1.527  -0.04

## Properties
Energy (eV): -20801.0268
Highest occupied orbital energy (eV): -11.0
ΔE to the lowest compared entry with this formula, charge and spin (eV): 1.5858
HOMO-LUMO gap (eV): 11.3



No. 4
Density functional theory data (the ωB97M-V functional and the def2-TZVPD basis) for H20O10Xe as an isolated structure.

Each line ends with the Löwdin charge.
Atoms and positions in Å:
Xe  -0.309  0.175  -0.151  0.37
O  -0.831  -3.737  -0.888  -0.06
H  -0.801  -3.605  0.060  0.02
H  -1.123  -2.895  -1.238  -0.01
O  0.813  3.280  1.987  -0.06
H  -0.128  3.377  1.841  0.02
H  0.934  3.481  2.915  0.04
O  1.040  0.347  3.614  -0.07
H  0.837  1.074  3.025  -0.02
H  1.281  -0.373  3.032  -0.05
O  3.644  -0.018  0.320  -0.05
H  2.998  -0.531  0.806  -0.02
H  3.261  0.857  0.263  0.05
O  -2.853  0.724  -2.619  -0.09
H  -2.975  -0.203  -2.412  0.01
H  -3.142  1.185  -1.832  -0.04
O  -4.197  -0.689  0.139  -0.06
H  -3.599  -1.173  -0.430  0.00
H  -3.840  0.199  0.162  -0.04
O  2.101  -1.607  2.055  -0.06
H  1.464  -2.319  2.120  0.07
H  2.744  -1.797  2.738  0.08
O  2.677  -1.322  -2.009  -0.07
H  2.901  -0.901  -1.178  -0.02
H  2.680  -2.259  -1.811  0.05
O  1.992  0.771  -3.875  -0.06
H  1.082  1.059  -3.800  0.02
H  2.081  0.083  -3.215  -0.03
O  -3.416  2.028  -0.132  -0.07
H  -2.972  2.572  0.519  0.06
H  -4.346  2.218  -0.008  0.08

## Properties
Energy (eV): -29761.9660
Highest occupied orbital energy (eV): -10.6
ΔE to the lowest compared entry with this formula, charge and spin (eV): 1.0002
HOMO-LUMO gap (eV): 10.1



No. 5
Density functional theory data (the ωB97M-V functional and the def2-TZVPD basis) for H20O34S6Zn4 as an isolated structure in a non-equilibrium geometry.

Each line ends with the Löwdin charge.
Atoms and positions in Å:
Zn  1.323  1.326  2.905  0.76
Zn  2.899  -2.105  -0.144  0.87
Zn  -0.346  2.158  -2.717  0.77
Zn  -2.194  -1.734  0.209  0.72
S  -2.496  -3.127  3.221  0.27
O  -1.726  -2.664  4.424  -0.47
O  -1.856  -2.411  2.031  -0.45
O  -2.465  -4.571  3.051  -0.39
O  -3.919  -2.671  3.311  -0.46
S  -1.156  -4.705  -1.079  0.27
O  -2.386  -5.469  -0.839  -0.40
O  -1.403  -3.227  -0.851  -0.42
O  -0.162  -5.165  -0.054  -0.44
O  -0.653  -4.868  -2.465  -0.43
S  -2.988  1.326  -4.282  0.31
O  -2.400  0.885  -5.576  -0.44
O  -1.882  1.110  -3.212  -0.47
O  -3.351  2.743  -4.303  -0.39
O  -4.139  0.486  -3.875  -0.41
S  0.488  0.155  -0.131  0.39
O  1.026  0.978  0.963  -0.34
O  -0.562  -0.720  0.337  -0.30
O  -0.088  0.976  -1.175  -0.31
O  1.648  -0.638  -0.635  -0.36
S  -1.940  4.720  -1.065  0.26
O  -0.895  5.600  -0.427  -0.50
O  -1.235  3.470  -1.558  -0.45
O  -2.981  4.324  -0.081  -0.45
O  -2.559  5.461  -2.183  -0.43
S  4.234  -0.313  2.360  0.32
O  3.885  -1.273  1.245  -0.41
O  2.948  0.304  2.771  -0.38
O  4.854  -1.010  3.480  -0.36
O  5.189  0.681  1.846  -0.37
O  1.904  -3.381  -1.666  -0.04
H  1.226  -3.668  -2.306  0.07
H  2.616  -4.028  -1.760  0.06
O  0.228  -0.420  3.417  -0.06
H  -0.135  -0.839  2.602  0.05
H  -0.154  -0.976  4.160  0.09
O  1.788  -2.999  1.227  -0.08
H  2.046  -2.994  2.158  0.08
H  0.994  -3.711  1.163  0.16
O  -0.466  2.432  2.952  -0.01
H  -0.978  3.008  2.353  0.11
H  -0.926  2.471  3.800  0.08
O  -3.404  -0.146  1.147  -0.03
H  -4.343  -0.265  1.336  0.07
H  -3.309  0.782  0.878  0.08
O  1.105  0.431  -3.488  -0.04
H  1.289  -0.008  -2.632  0.03
H  1.857  0.208  -4.046  0.06
O  1.358  3.314  -2.132  -0.03
H  1.710  3.981  -2.735  0.08
H  1.337  3.739  -1.264  0.07
O  2.346  2.996  2.228  -0.02
H  2.067  3.485  1.443  0.09
H  3.226  3.327  2.443  0.09
O  4.119  1.792  -0.440  -0.10
H  3.207  1.647  -0.734  0.00
H  4.318  1.021  0.150  -0.01
O  -2.526  -0.658  -1.607  -0.07
H  -3.262  -0.658  -2.235  0.05
H  -1.948  0.084  -1.915  0.02

## Properties
Energy (eV): -328627.0587
Highest occupied orbital energy (eV): 1.4
ΔE to the lowest compared entry with this formula, charge and spin (eV): 0.0000
Charge: -4
HOMO-LUMO gap (eV): 4.4



No. 6
Density functional theory data (the ωB97M-V functional and the def2-TZVPD basis) for a 10-piece molecular cluster, H21O10 overall in a non-equilibrium geometry.

Each line ends with the Löwdin charge.
Atoms and positions in Å:
O  1.757  0.628  0.492  -0.04
H  1.852  1.341  -0.140  0.08
H  -2.283  -1.448  2.124  0.05
O  -2.582  -0.762  1.541  -0.03
H  -0.312  2.549  -3.608  0.04
H  -1.302  -1.029  -0.043  0.08
O  -0.737  -0.239  -0.068  -0.01
H  1.443  -0.219  0.206  0.04
H  -1.387  0.437  -0.383  0.06
O  -0.072  0.328  2.265  0.07
H  0.695  -0.258  2.202  0.08
H  0.421  1.164  2.592  0.13
O  1.767  -1.282  -2.978  -0.04
H  0.544  -3.408  -1.323  0.05
H  1.428  -0.491  -3.423  0.06
O  -2.640  1.545  -0.690  -0.03
H  -2.062  2.086  -1.254  0.05
H  2.503  -0.703  -2.695  0.08
O  0.119  2.744  -2.778  -0.04
H  -3.473  1.726  -1.148  0.09
H  0.150  3.625  -2.431  0.04
O  1.963  2.032  2.571  -0.03
H  2.412  2.010  1.722  0.04
H  -0.417  0.076  1.174  0.09
O  0.006  -2.738  1.856  -0.04
H  -2.739  0.127  1.851  0.06
O  0.006  -2.622  -1.429  -0.06
H  0.419  -1.986  -2.040  0.00
H  2.227  1.153  2.863  0.06
H  -0.056  -2.777  0.891  0.01
H  0.350  -3.610  2.079  0.06

## Properties
Energy (eV): -20808.5152
Highest occupied orbital energy (eV): -14.4
ΔE to the lowest compared entry with this formula, charge and spin (eV): 2.3132
Charge: +1
HOMO-LUMO gap (eV): 11.3



No. 7
Density functional theory data (the ωB97M-V functional and the def2-TZVPD basis) for H21O10 as an isolated structure in a non-equilibrium geometry.

Each line ends with the Löwdin charge.
Atoms and positions in Å:
O  0.661  2.112  -2.749  -0.04
H  1.459  1.957  -3.266  0.06
H  0.304  2.924  -3.127  0.08
O  0.197  -1.627  1.232  -0.07
H  1.082  -1.510  0.793  0.05
H  0.239  -1.739  2.185  0.08
O  -2.596  -0.205  0.158  0.07
H  -2.544  -1.378  0.379  0.08
H  -2.069  0.266  0.845  0.06
O  -0.302  0.812  1.195  -0.07
H  0.252  1.585  1.007  0.04
H  0.203  0.380  1.880  0.04
O  1.350  3.318  0.143  -0.04
H  0.612  3.461  -0.441  0.03
H  2.231  3.508  -0.175  0.05
O  -1.054  -0.372  -1.964  -0.03
H  -1.016  -0.084  -2.884  0.08
H  -0.155  -0.137  -1.673  0.02
O  -2.041  -2.520  0.427  0.06
H  -1.521  -2.647  -0.382  0.11
H  -1.321  -2.124  1.016  0.06
O  -1.992  0.075  2.936  -0.04
H  -1.970  -0.522  3.689  0.06
H  -2.626  0.777  3.106  0.07
O  1.914  -0.152  -1.729  -0.04
H  1.491  0.517  -2.293  -0.01
O  2.654  -2.100  0.534  -0.03
H  3.348  -1.453  0.720  0.08
H  -1.950  -0.077  -0.585  0.06
H  2.579  -0.476  -2.352  0.07
H  2.580  -2.569  1.376  0.07

## Properties
Energy (eV): -20809.5052
Highest occupied orbital energy (eV): -14.1
ΔE to the lowest compared entry with this formula, charge and spin (eV): 1.3231
Charge: +1
HOMO-LUMO gap (eV): 11.3



No. 8
Density functional theory data (the ωB97M-V functional and the def2-TZVPD basis) for a 11-piece molecular cluster, H22NO13S overall in a non-equilibrium geometry.

Each line ends with the Löwdin charge.
Atoms and positions in Å:
N  -0.825  -0.329  -0.051  0.33
H  -0.520  -1.180  0.065  0.02
H  -0.008  0.242  0.208  0.11
H  -1.800  -0.095  0.257  0.14
H  -0.951  -0.288  -1.167  0.20
S  3.102  1.263  -0.662  0.03
O  3.848  2.145  -1.487  -0.35
O  1.699  1.285  -1.091  -0.44
O  3.481  -0.082  -0.628  -0.33
O  2.991  1.728  0.615  -0.35
O  -0.427  2.631  -1.227  -0.05
H  0.032  3.075  -0.573  0.01
H  0.414  2.203  -1.378  -0.04
O  1.090  0.440  -3.506  -0.12
H  1.553  1.095  -4.084  0.05
H  1.027  0.911  -2.652  -0.03
O  -1.972  -1.295  2.845  0.02
H  -2.226  -2.120  2.456  0.00
H  -1.173  -1.513  3.126  -0.05
O  1.511  0.267  2.266  -0.06
H  2.034  0.826  1.677  0.00
H  2.080  0.024  2.961  0.06
O  1.722  -2.307  1.527  -0.08
H  1.767  -1.326  1.642  -0.01
H  1.364  -2.622  2.354  0.00
O  -2.370  -3.017  0.596  0.03
H  -2.082  -3.281  -0.251  0.03
H  -3.250  -3.107  0.452  0.00
O  -1.410  -2.315  -3.139  0.01
H  -1.406  -3.236  -3.049  0.00
H  -0.973  -2.441  -3.927  0.00
O  -3.019  1.773  -0.981  -0.03
H  -2.207  2.203  -0.947  -0.06
H  -3.282  2.094  -0.138  0.02
O  -0.291  2.140  2.680  -0.13
H  0.159  1.278  2.706  -0.03
H  0.317  2.930  2.505  0.08

## Properties
Energy (eV): -39299.1058
Highest occupied orbital energy (eV): -4.1
ΔE to the lowest compared entry with this formula, charge and spin (eV): 1.6923
Charge: -1
HOMO-LUMO gap (eV): 5.7